1.
Here is a 2-piece molecular cluster, C4H13N2O overall in a non-equilibrium geometry from OMol25. Energies are from wB97M-V/def2-TZVPD.

Each atom is followed by the atoms it is bonded to, with distances in Å.
Positions of all 20 atoms, in Å:
1 C -0.7426 -1.4243 -0.0778  C2 1.532, N6 1.580, H7 1.095, H8 1.140
2 C -1.1847 -0.0290 0.3760  C1 1.532, C3 1.515, H9 1.138, H10 1.119
3 C -1.3100 0.9847 -0.7427  C2 1.515, N5 1.453, H11 1.105, H12 1.138
4 C 0.3826 1.8736 -2.1245  N5 1.292, H13 1.083, H14 1.113
5 N -0.3279 0.8430 -1.8048  C3 1.453, C4 1.292
6 N 0.8293 -1.3096 -0.1869  C1 1.580, H15 1.054, H16 1.036, H17 1.005
7 H -1.1769 -1.7773 -1.0191  C1 1.095
8 H -0.9113 -2.1858 0.7534  C1 1.140
9 H -2.1818 -0.1754 0.9044  C2 1.138
10 H -0.4615 0.2342 1.1877  C2 1.119
11 H -2.2516 1.0120 -1.3208  C3 1.105
12 H -1.3499 1.9635 -0.1627  C3 1.138
13 H 0.2891 2.7510 -1.4961  C4 1.083
14 H 1.3361 1.8633 -2.6978  C4 1.113
15 H 1.1610 -1.1360 0.7986  N6 1.054
16 H 1.1729 -2.2573 -0.4273  N6 1.036
17 H 0.6841 -0.5734 -0.8554  N6 1.005
18 H 1.8104 -0.8781 3.2497  O20 0.990
19 H 2.4201 0.3979 3.0952  O20 0.998
20 O 1.8126 -0.1771 2.5511  H18 0.990, H19 0.998

Values from the calculation:
- HOMO energy (alpha / beta) (eV) = -18.88 / -18.88
- 2S+1 = 2
- LUMO (alpha / beta) (Ha) = -0.351 / -0.503
- E_tot (Eh) = -344.149627
- total charge = +2
- orbital gap (alpha / beta) (eV) = 9.34 / 5.20
- relative energy (zero: lowest compared OMol25 entry of this formula, charge and spin) (kcal per mole) = 97.16
- expectation value of S² = 0.762

=====

2.
Here is a 3-piece molecular cluster, C3H13NO3 overall in a non-equilibrium geometry from OMol25. Energies are from wB97M-V/def2-TZVPD.

Each atom is followed by the atoms it is bonded to, with distances in Å.
Positions of all 20 atoms, in Å:
1 C -1.5337 -0.5086 0.5766  C2 1.507, N5 1.493, H6 1.093, H7 1.104
2 C -0.0657 -0.2626 0.8094  C1 1.507, C3 1.579, H8 1.118, H9 1.099
3 C 0.3337 1.1803 0.3082  C2 1.579, O4 1.452, H10 1.094, H11 1.121
4 O 1.6075 1.0808 -0.3814  C3 1.452, H12 0.956
5 N -2.1083 -1.5858 1.4365  C1 1.493, H13 1.016, H14 1.016
6 H -1.8166 -0.7857 -0.4418  C1 1.093
7 H -2.0781 0.4128 0.8457  C1 1.104
8 H 0.7025 -0.8919 0.2964  C2 1.118
9 H 0.2575 -0.3343 1.8575  C2 1.099
10 H 0.4427 1.9367 1.0909  C3 1.094
11 H -0.2951 1.4572 -0.5776  C3 1.121
12 H 2.2577 1.3265 0.2756  O4 0.956
13 H -1.5683 -1.7131 2.2873  N5 1.016
14 H -1.9337 -2.4563 0.9425  N5 1.016
15 H 3.3716 -1.8093 -1.0534  O17 0.960
16 H 3.7239 -0.4019 -0.4582  O17 0.955
17 O 3.7874 -0.9618 -1.2293  H15 0.960, H16 0.955
18 H -1.9942 2.0228 -2.6176  O20 0.970
19 H -1.3202 0.7587 -2.1588  O20 0.964
20 O -1.7708 1.5355 -1.8087  H18 0.970, H19 0.964

Values from the calculation:
- HOMO energy (eV) = -9.22
- 2S+1 = 1
- LUMO (Ha) = 0.023
- E_tot (Eh) = -402.522416
- orbital gap (eV) = 9.85
- relative energy (zero: lowest compared OMol25 entry of this formula, charge and spin) (kcal per mole) = 36.41
- SMILES = NCCCO.O.O

=====

3.
Here is a 2-piece molecular cluster, C56H59F3N4O2 overall in a non-equilibrium geometry from OMol25. Energies are from wB97M-V/def2-TZVPD.

Each atom is followed by the atoms it is bonded to, with distances in Å.
Positions of all 124 atoms, in Å:
1 C -3.7509 -1.1286 -4.3380  C2 1.526, H41 1.096, H42 1.094, H43 1.096
2 C -3.6959 -1.9157 -3.0323  C1 1.526, C3 1.527, C4 1.534, H44 1.094
3 C -4.2200 -3.3442 -3.1612  C2 1.527, H45 1.098, H46 1.098, H47 1.098
4 C -4.3864 -1.1729 -1.8810  C2 1.534, C5 1.392, C12 1.401
5 C -5.7371 -0.8461 -1.9677  C4 1.392, C6 1.396, H48 1.088
6 C -6.4011 -0.2790 -0.8786  C5 1.396, C7 1.393, H49 1.090
7 C -5.7479 -0.1238 0.3424  C6 1.393, C8 1.393, H50 1.089
8 C -4.4018 -0.4578 0.4701  C7 1.393, C9 1.532, C12 1.409
9 C -3.6923 -0.4210 1.8278  C8 1.532, C10 1.532, C11 1.523, H51 1.099
10 C -4.5652 -0.9625 2.9642  C9 1.532, H52 1.097, H53 1.097, H54 1.097
11 C -3.1482 0.9713 2.1202  C9 1.523, H55 1.095, H56 1.098, H57 1.096
12 C -3.7146 -0.8560 -0.6934  C4 1.401, C8 1.409, N13 1.452
13 N -2.3253 -1.2640 -0.5819  C12 1.452, N14 1.357, C39 1.417
14 N -2.1199 -2.6030 -0.5090  N13 1.357, N15 1.345
15 N -0.8092 -2.7467 -0.2454  N14 1.345, C16 1.438, C28 1.380
16 C -0.3219 -4.0071 0.2468  N15 1.438, C17 1.406, C24 1.409
17 C -0.2859 -5.0917 -0.6475  C16 1.406, C18 1.542, C21 1.395
18 C -0.9172 -5.0314 -2.0527  C17 1.542, C19 1.531, C20 1.525, H58 1.097
19 C -1.8674 -6.2074 -2.2953  C18 1.531, H59 1.096, H60 1.096, H61 1.098
20 C 0.1424 -4.9015 -3.1418  C18 1.525, H62 1.096, H63 1.098, H64 1.096
21 C 0.4057 -6.2354 -0.2473  C17 1.395, C22 1.396, H65 1.094
22 C 0.9599 -6.3230 1.0305  C21 1.396, C23 1.394, H66 1.090
23 C 0.8012 -5.2750 1.9354  C22 1.394, C24 1.393, H67 1.091
24 C 0.1152 -4.1155 1.5821  C16 1.409, C23 1.393, C25 1.538
25 C -0.1922 -3.0615 2.6591  C24 1.538, C26 1.527, C27 1.533, H68 1.100
26 C 1.0544 -2.3081 3.1181  C25 1.527, H69 1.095, H70 1.098, H71 1.098
27 C -0.9177 -3.6951 3.8520  C25 1.533, H72 1.096, H73 1.098, H74 1.096
28 C -0.1445 -1.5402 -0.3246  N15 1.380, C29 1.441, C39 1.385
29 C 1.2926 -1.4700 -0.2519  C28 1.441, C30 1.415, C38 1.423
30 C 1.8558 -0.2745 0.2553  C29 1.415, C31 1.384, H75 1.092
31 C 3.2263 -0.1336 0.3910  C30 1.384, C32 1.391, H76 1.093
32 C 4.0500 -1.1354 -0.1122  C31 1.391, C33 1.501, C37 1.396
33 C 5.5259 -0.8729 -0.0409  C32 1.501, F34 1.353, F35 1.379, F36 1.383
34 F 6.2972 -1.9076 -0.4475  C33 1.353
35 F 5.8731 0.2154 -0.8132  C33 1.379
36 F 5.9062 -0.5557 1.2503  C33 1.383
37 C 3.5386 -2.3087 -0.6705  C32 1.396, C38 1.385, H77 1.087
38 C 2.1674 -2.5036 -0.6882  C29 1.423, C37 1.385, H78 1.092
39 C -1.0971 -0.5591 -0.5453  N13 1.417, C28 1.385, C40 1.423
40 C -0.8829 0.7924 -0.9372  C39 1.423, H79 1.114, H80 1.101
41 H -3.3644 -0.1155 -4.1813  C1 1.096
42 H -3.1249 -1.6166 -5.0913  C1 1.094
43 H -4.7744 -1.0512 -4.7221  C1 1.096
44 H -2.6433 -1.9923 -2.7449  C2 1.094
45 H -4.1170 -3.8659 -2.2011  C3 1.098
46 H -5.2835 -3.3585 -3.4340  C3 1.098
47 H -3.6500 -3.9023 -3.9150  C3 1.098
48 H -6.2642 -1.0597 -2.8946  C5 1.088
49 H -7.4496 0.0032 -0.9768  C6 1.090
50 H -6.2884 0.2450 1.2131  C7 1.089
51 H -2.8339 -1.1008 1.7354  C9 1.099
52 H -4.9265 -1.9674 2.7142  C10 1.097
53 H -3.9771 -1.0371 3.8873  C10 1.097
54 H -5.4365 -0.3219 3.1511  C10 1.097
55 H -2.5013 1.3078 1.3030  C11 1.095
56 H -3.9658 1.6963 2.2261  C11 1.098
57 H -2.5509 0.9649 3.0393  C11 1.096
58 H -1.5311 -4.1221 -2.0525  C18 1.097
59 H -2.6262 -6.2444 -1.5048  C19 1.096
60 H -2.3890 -6.0844 -3.2518  C19 1.096
61 H -1.3306 -7.1649 -2.3038  C19 1.098
62 H 0.7739 -4.0249 -2.9564  C20 1.096
63 H 0.7899 -5.7881 -3.1692  C20 1.098
64 H -0.3323 -4.7776 -4.1215  C20 1.096
65 H 0.5093 -7.0655 -0.9522  C21 1.094
66 H 1.5134 -7.2145 1.3266  C22 1.090
67 H 1.1893 -5.3592 2.9518  C23 1.091
68 H -0.8763 -2.3333 2.1997  C25 1.100
69 H 1.5978 -1.8918 2.2637  C26 1.095
70 H 0.7712 -1.4728 3.7713  C26 1.098
71 H 1.7393 -2.9686 3.6652  C26 1.098
72 H -1.7883 -4.2704 3.5173  C27 1.096
73 H -0.2570 -4.3709 4.4106  C27 1.098
74 H -1.2817 -2.9221 4.5382  C27 1.096
75 H 1.1700 0.5385 0.5024  C30 1.092
76 H 3.6649 0.7473 0.8676  C31 1.093
77 H 4.2123 -3.0583 -1.0766  C37 1.087
78 H 1.7512 -3.4435 -1.0558  C38 1.092
79 H -0.5971 0.9006 -2.0084  C40 1.114
80 H -1.4104 1.5814 -0.3797  C40 1.101
81 C 0.2682 7.9608 -3.9237  C82 1.404, C86 1.414, H106 1.092
82 C 0.0856 7.3507 -2.6727  C81 1.404, C83 1.398, H107 1.093
83 C -0.0119 5.9573 -2.6178  C82 1.398, C84 1.403, C104 1.498
84 C -0.0585 5.1991 -3.7974  C83 1.403, C85 1.392, C87 1.501
85 C -0.0113 5.8150 -5.0447  C84 1.392, C86 1.400, H108 1.090
86 C 0.2050 7.1962 -5.1115  C81 1.414, C85 1.400, H109 1.091
87 C -0.0882 3.7357 -3.4656  C84 1.501, O88 1.227, C89 1.486
88 O -0.1989 2.7997 -4.2506  C87 1.227
89 C 0.1101 3.6715 -1.9946  C87 1.486, C90 1.375, C104 1.486
90 C 0.6982 2.6013 -1.3628  C89 1.375, C91 1.474, H110 1.102
91 C 1.4864 2.9272 -0.1608  C90 1.474, C92 1.401, C103 1.405
92 C 0.8657 3.2036 1.0644  C91 1.401, C93 1.388, H111 1.083
93 C 1.6094 3.4356 2.2136  C92 1.388, C94 1.419, C98 1.496
94 C 3.0264 3.3722 2.1580  C93 1.419, N95 1.369, C102 1.424
95 N 3.7565 3.3582 3.3161  C94 1.369, C96 1.448, C99 1.445
96 C 3.1088 3.1986 4.6017  N95 1.448, C97 1.516, H112 1.104, H113 1.098
97 C 1.8413 4.0288 4.6517  C96 1.516, C98 1.524, H114 1.091, H115 1.095
98 C 0.9054 3.6198 3.5208  C93 1.496, C97 1.524, H116 1.097, H117 1.104
99 C 5.1362 2.9273 3.3034  N95 1.445, C100 1.519, H118 1.098, H119 1.105
100 C 5.8642 3.4879 2.0936  C99 1.519, C101 1.527, H120 1.099, H121 1.096
101 C 5.1557 3.1022 0.7970  C100 1.527, C102 1.496, H122 1.101, H123 1.106
102 C 3.6671 3.2076 0.8965  C94 1.424, C101 1.496, C103 1.391
103 C 2.8877 2.9915 -0.2347  C91 1.405, C102 1.391, H124 1.094
104 C -0.0923 5.0353 -1.4395  C83 1.498, C89 1.486, O105 1.227
105 O -0.3134 5.3884 -0.2853  C104 1.227
106 H 0.4279 9.0386 -3.9953  C81 1.092
107 H 0.0034 7.9360 -1.7535  C82 1.093
108 H -0.1472 5.2005 -5.9350  C85 1.090
109 H 0.3026 7.6912 -6.0791  C86 1.091
110 H 1.1485 1.8422 -2.0220  C90 1.102
111 H -0.2160 3.2214 1.1206  C92 1.083
112 H 2.8836 2.1299 4.7663  C96 1.104
113 H 3.8212 3.5055 5.3782  C96 1.098
114 H 1.3610 3.8833 5.6202  C97 1.091
115 H 2.1118 5.0868 4.5697  C97 1.095
116 H 0.1094 4.3659 3.4097  C98 1.097
117 H 0.3931 2.6784 3.7856  C98 1.104
118 H 5.6209 3.2780 4.2239  C99 1.098
119 H 5.1890 1.8236 3.3079  C99 1.105
120 H 5.8911 4.5839 2.1738  C100 1.099
121 H 6.9002 3.1309 2.0742  C100 1.096
122 H 5.5177 3.7328 -0.0300  C101 1.101
123 H 5.4151 2.0685 0.5020  C101 1.106
124 H 3.3830 2.8687 -1.2027  C103 1.094

Values from the calculation:
- HOMO energy (eV) = -6.26
- 2S+1 = 1
- LUMO (Ha) = -0.014
- E_tot (Eh) = -2838.352595
- orbital gap (eV) = 5.88
- relative energy (zero: lowest compared OMol25 entry of this formula, charge and spin) (kcal per mole) = 48.54

=====

4.
Here is a 2-piece molecular cluster, C2H4O3S overall in a non-equilibrium geometry from OMol25. Energies are from wB97M-V/def2-TZVPD.

Each atom is followed by the atoms it is bonded to, with distances in Å.
Positions of all 10 atoms, in Å:
1 C -1.1072 -0.2052 1.1044  S6 1.689, H7 1.097
2 C 1.1377 1.0660 -0.4655  O5 1.366, H8 1.131, H9 1.012, H10 1.144
3 O -1.4789 -2.7370 0.5396  S6 1.463
4 O 0.3265 -1.5445 -0.7387  S6 1.459
5 O -0.1069 1.1981 0.0808  C2 1.366
6 S -0.9170 -1.4887 0.0234  C1 1.689, O3 1.463, O4 1.459
7 H -2.0040 0.3685 1.3698  C1 1.097
8 H 1.0302 2.0615 -0.9917  C2 1.131
9 H 1.0969 0.3409 -1.1700  C2 1.012
10 H 2.0227 0.9405 0.2479  C2 1.144

Values from the calculation:
- HOMO energy (alpha / beta) (eV) = -9.98 / -9.98
- 2S+1 = 1
- LUMO (alpha / beta) (Ha) = -0.075 / -0.075
- E_tot (Eh) = -702.262770
- orbital gap (alpha / beta) (eV) = 7.93 / 7.93
- relative energy (zero: lowest compared OMol25 entry of this formula, charge and spin) (kcal per mole) = 144.81